# 1
{
  "formula": "C36H108N9O12P3S9",
  "method": "the ωB97M-V functional and the def2-TZVPD basis",
  "species": ["O", "P", "N", "C", "C", "N", "C", "C", "N", "C", "C", "H", "H", "H", "H", "H", "H", "H", "H", "H", "H", "H", "H", "H", "H", "H", "H", "H", "H", "O", "P", "N", "C", "C", "N", "C", "C", "N", "C", "C", "H", "H", "H", "H", "H", "H", "H", "H", "H", "H", "H", "H", "H", "H", "H", "H", "H", "H", "O", "P", "N", "C", "C", "N", "C", "C", "N", "C", "C", "H", "H", "H", "H", "H", "H", "H", "H", "H", "H", "H", "H", "H", "H", "H", "H", "H", "H", "C", "S", "O", "C", "H", "H", "H", "H", "H", "H", "C", "S", "O", "C", "H", "H", "H", "H", "H", "H", "C", "S", "O", "C", "H", "H", "H", "H", "H", "H", "C", "S", "O", "C", "H", "H", "H", "H", "H", "H", "C", "S", "O", "C", "H", "H", "H", "H", "H", "H", "C", "S", "O", "C", "H", "H", "H", "H", "H", "H", "C", "S", "O", "C", "H", "H", "H", "H", "H", "H", "C", "S", "O", "C", "H", "H", "H", "H", "H", "H", "C", "S", "O", "C", "H", "H", "H", "H", "H", "H"],
  "xyz": [[-18.0408, -2.1886, 11.5819], [-17.0323, -1.7514, 12.5796], [-17.4792, -1.9635, 14.1539], [-17.3141, -3.2741, 14.7872], [-18.5390, -1.0973, 14.6696], [-16.8588, -0.1025, 12.4870], [-17.2875, 0.6212, 11.3061], [-16.0371, 0.6585, 13.4097], [-15.5481, -2.4539, 12.4188], [-14.4118, -2.2902, 13.3334], [-15.3067, -3.2788, 11.2416], [-16.2910, -3.5985, 14.6476], [-18.0438, -3.9640, 14.3493], [-17.4807, -3.1217, 15.8523], [-19.5530, -1.3277, 14.3095], [-18.2470, -0.0598, 14.5336], [-18.6322, -1.2561, 15.7563], [-17.6077, -0.1250, 10.5803], [-18.1818, 1.1920, 11.5645], [-16.4763, 1.2130, 10.8911], [-16.1888, 0.3620, 14.4530], [-14.9661, 0.5635, 13.1669], [-16.2779, 1.7248, 13.3805], [-13.8809, -3.2435, 13.3571], [-13.7466, -1.5021, 12.9589], [-14.7766, -2.0070, 14.3199], [-14.7948, -2.6497, 10.5215], [-16.2465, -3.5494, 10.7659], [-14.7645, -4.1910, 11.4454], [-4.9371, -0.2198, 13.6806], [-3.6174, -0.3346, 13.0095], [-2.6474, 0.9947, 13.3134], [-1.5119, 1.4022, 12.5362], [-2.8677, 1.8159, 14.4781], [-3.5779, -0.4557, 11.3671], [-3.9070, 0.6923, 10.5763], [-4.1536, -1.6794, 10.8859], [-2.8008, -1.6622, 13.5613], [-2.7891, -1.9049, 14.9650], [-1.5873, -2.0792, 12.9090], [-0.5729, 1.1973, 13.0531], [-1.6058, 2.4861, 12.3531], [-1.5386, 0.9776, 11.5375], [-1.9268, 1.9418, 15.0396], [-3.6969, 1.4929, 15.0935], [-3.0766, 2.8698, 14.1887], [-4.9726, 0.9452, 10.6718], [-3.3616, 1.5663, 10.9257], [-3.6496, 0.5363, 9.5300], [-5.2625, -1.7111, 10.9129], [-3.9537, -1.7984, 9.8179], [-3.8196, -2.5045, 11.5122], [-1.9968, -1.2988, 15.4212], [-3.7551, -1.6543, 15.3982], [-2.6375, -2.9709, 15.1314], [-1.3298, -3.1016, 13.1708], [-0.7892, -1.3579, 13.1173], [-1.7673, -2.0876, 11.8324], [-9.1960, -6.6407, 9.0118], [-9.7247, -5.8364, 10.1157], [-11.3934, -5.7478, 10.1802], [-12.1370, -5.0466, 11.2262], [-12.1453, -6.6316, 9.2555], [-9.0071, -4.3514, 10.2305], [-7.5702, -4.3790, 10.3567], [-9.4265, -3.0039, 9.7919], [-9.2973, -6.4780, 11.5865], [-9.3865, -5.9408, 12.8868], [-9.2152, -7.9449, 11.6091], [-12.2254, -3.9624, 11.0112], [-11.6537, -5.0855, 12.2000], [-13.1728, -5.3807, 11.2339], [-12.5335, -6.0579, 8.4184], [-12.9128, -7.1553, 9.8365], [-11.5262, -7.4723, 8.9483], [-7.0620, -4.0071, 9.4546], [-7.2694, -3.6722, 11.1474], [-7.2220, -5.3659, 10.6315], [-10.4638, -2.7099, 9.9532], [-8.7874, -2.3185, 10.3276], [-9.2822, -2.8531, 8.7101], [-8.4938, -6.3356, 13.4012], [-9.2030, -4.8611, 12.9326], [-10.2808, -6.2444, 13.4357], [-8.4594, -8.2949, 12.3220], [-8.9485, -8.3502, 10.6351], [-10.1872, -8.4128, 11.8699], [-6.9143, -9.7204, 8.7407], [-5.5297, -9.6349, 9.8646], [-6.0741, -9.3034, 11.2050], [-5.0493, -11.3662, 9.8870], [-6.7611, -9.7163, 7.6651], [-7.4448, -8.7861, 8.9830], [-7.6427, -10.4971, 9.0035], [-5.6762, -11.9143, 10.5970], [-4.0046, -11.4512, 10.1538], [-5.3142, -11.8160, 8.9279], [-5.2477, -3.8964, 13.4431], [-4.1619, -5.1214, 12.7320], [-3.2628, -5.6178, 13.8093], [-5.4187, -6.3882, 12.5355], [-4.7820, -3.2277, 14.1600], [-6.0557, -4.3486, 14.0313], [-5.7722, -3.3857, 12.6359], [-6.0184, -6.2587, 11.6419], [-6.0677, -6.4243, 13.4112], [-4.8605, -7.3214, 12.5211], [-13.8387, 0.8283, 8.0785], [-14.5520, -0.6260, 8.7856], [-15.8064, -1.0373, 8.1588], [-13.3206, -1.7819, 8.1931], [-14.5129, 1.6806, 8.0879], [-13.4860, 0.6811, 7.0439], [-12.8984, 1.0751, 8.5717], [-13.4572, -1.9518, 7.1244], [-13.4685, -2.7042, 8.7438], [-12.3285, -1.3495, 8.3441], [-7.7321, 1.9766, 7.7540], [-7.4282, 0.2060, 7.7965], [-8.4557, -0.3999, 8.6828], [-8.0012, -0.0818, 6.0999], [-7.6828, 2.3044, 8.8005], [-8.7240, 2.2391, 7.4205], [-6.9224, 2.4960, 7.2453], [-9.0774, -0.2212, 6.1947], [-7.5275, -0.9926, 5.7364], [-7.7928, 0.7200, 5.3971], [-13.5239, -9.4371, 16.7644], [-13.4459, -8.6835, 15.1516], [-12.0649, -8.1527, 14.9594], [-13.4894, -10.1964, 14.1563], [-13.5810, -8.6007, 17.4648], [-12.6931, -10.0991, 16.9955], [-14.4873, -9.9348, 16.9138], [-13.4268, -9.8898, 13.1258], [-14.3742, -10.7740, 14.4320], [-12.6810, -10.7906, 14.5872], [-10.3807, -1.2344, 13.7461], [-8.6093, -1.4659, 13.7347], [-8.2736, -2.8669, 13.3850], [-8.3538, -0.5695, 12.2211], [-10.5916, -0.1682, 13.6213], [-10.7822, -1.4858, 14.7284], [-10.8736, -1.8038, 12.9589], [-8.3424, 0.5129, 12.3631], [-9.0661, -0.8587, 11.4569], [-7.3506, -0.8232, 11.8721], [-17.6654, -6.8874, 12.3467], [-15.9737, -7.4358, 12.5619], [-15.1881, -6.8971, 11.4221], [-15.6909, -6.2455, 13.8767], [-17.7157, -5.7999, 12.4402], [-18.2545, -7.2035, 13.2265], [-18.2059, -7.3161, 11.5104], [-15.5766, -5.3067, 13.3265], [-14.8093, -6.4460, 14.4573], [-16.5767, -6.0776, 14.4848], [-6.7512, -8.9231, 16.6628], [-8.1062, -9.9754, 16.0829], [-8.3779, -11.0111, 17.0934], [-9.4425, -8.7657, 16.3160], [-6.9337, -8.6211, 17.6856], [-6.7037, -8.1474, 15.8954], [-5.8612, -9.5372, 16.5394], [-10.3541, -9.3105, 16.5057], [-9.5368, -8.1742, 15.4167], [-9.1548, -8.2141, 17.2093], [-12.6720, -4.5503, 18.3982], [-13.0567, -5.6246, 17.0244], [-14.5171, -5.4012, 16.8396], [-12.2142, -4.6850, 15.7817], [-11.6078, -4.6342, 18.6586], [-13.2417, -4.8942, 19.2541], [-12.8306, -3.5001, 18.1602], [-12.3330, -5.1444, 14.8021], [-11.1287, -4.7568, 15.9406], [-12.5033, -3.6374, 15.8161]],
  "gap_ev": 7.78,
  "homo_energy_ev": -7.71,
  "e_above_lowest_kj_mol": 0.00
}

# 2
{
  "formula": "C26H76NbO10",
  "method": "the ωB97M-V functional and the def2-TZVPD basis",
  "species": ["C", "O", "C", "C", "C", "C", "C", "C", "C", "Nb", "H", "H", "H", "H", "H", "H", "H", "H", "H", "H", "H", "H", "H", "H", "H", "H", "H", "H", "H", "H", "H", "H", "C", "C", "O", "H", "H", "H", "H", "H", "H", "C", "C", "O", "H", "H", "H", "H", "H", "H", "C", "C", "O", "H", "H", "H", "H", "H", "H", "C", "C", "O", "H", "H", "H", "H", "H", "H", "C", "C", "O", "H", "H", "H", "H", "H", "H", "C", "C", "O", "H", "H", "H", "H", "H", "H", "C", "C", "O", "H", "H", "H", "H", "H", "H", "C", "C", "O", "H", "H", "H", "H", "H", "H", "C", "C", "O", "H", "H", "H", "H", "H", "H"],
  "xyz": [[4.4213, -3.2851, 0.4443], [3.4628, -3.0693, 1.4502], [2.5028, -2.0753, 1.1300], [1.6448, -1.7971, 2.3284], [0.7554, -0.6061, 2.0212], [-0.4475, -0.8467, 1.1182], [-1.2724, -2.0706, 1.4615], [-2.5657, -2.1328, 0.6698], [-3.6232, -3.0268, 1.3093], [-3.2958, -5.2416, 1.6104], [5.4031, -3.3754, 0.8836], [4.4466, -2.4749, -0.2816], [4.2179, -4.2153, -0.0824], [3.0269, -1.1498, 0.8849], [1.9265, -2.4164, 0.2692], [1.1209, -2.6930, 2.6399], [2.3041, -1.5285, 3.1493], [0.4022, -0.1900, 2.9622], [1.3859, 0.1607, 1.5702], [-1.0872, 0.0343, 1.1759], [-0.1283, -0.9058, 0.0769], [-0.6960, -2.9641, 1.2493], [-1.4956, -2.0646, 2.5265], [-2.9468, -1.1115, 0.5796], [-2.3410, -2.5140, -0.3229], [-4.5553, -2.9547, 0.7430], [-3.8165, -2.6097, 2.3016], [-4.5252, -5.9968, 0.4482], [-1.9475, -5.1619, 0.3410], [-1.9850, -4.8401, 2.8515], [-4.3860, -5.5263, 3.0806], [-2.5070, -6.8842, 1.8811], [0.7503, 3.6458, 1.7906], [1.2955, 3.8064, 0.3847], [1.4721, 2.5520, -0.2687], [1.4183, 3.0175, 2.3796], [0.6397, 4.6097, 2.2885], [-0.2263, 3.1579, 1.7664], [2.2809, 4.2726, 0.4021], [0.6345, 4.4423, -0.2139], [0.6168, 2.1112, -0.3060], [2.8463, 0.6929, -2.4574], [3.9700, 1.0270, -1.4970], [3.9421, 2.3989, -1.1001], [2.9131, 1.3155, -3.3493], [2.8906, -0.3518, -2.7597], [1.8808, 0.8839, -1.9855], [4.9379, 0.8535, -1.9660], [3.8999, 0.3941, -0.6063], [3.0781, 2.5342, -0.6884], [-7.3785, -2.0530, -2.0564], [-6.7894, -3.4525, -2.0524], [-6.6231, -3.9576, -0.7359], [-6.7358, -1.3785, -1.4888], [-7.4872, -1.6649, -3.0700], [-8.3661, -2.0414, -1.5904], [-5.7961, -3.4560, -2.4985], [-7.4231, -4.1326, -2.6360], [-7.4885, -3.9902, -0.3189], [3.6231, 6.8643, -1.4581], [4.7021, 7.4141, -0.5460], [4.4772, 7.0873, 0.8228], [2.6444, 7.2415, -1.1605], [3.8054, 7.1427, -2.4965], [3.5946, 5.7738, -1.3987], [4.7276, 8.5019, -0.5877], [5.6840, 7.0406, -0.8592], [4.4659, 6.1277, 0.8974], [-10.8127, 0.9731, -0.5744], [-10.0813, 1.1492, -1.8902], [-10.0678, -0.0546, -2.6527], [-10.3439, 0.1781, -0.0011], [-10.7823, 1.8837, 0.0245], [-11.8601, 0.7052, -0.7398], [-9.0353, 1.3872, -1.7042], [-10.5136, 1.9644, -2.4823], [-10.9739, -0.2931, -2.8663], [2.6888, -0.7181, -7.4398], [2.5725, -0.3630, -5.9687], [3.7726, -0.6175, -5.2485], [2.9598, -1.7674, -7.5545], [1.7474, -0.5409, -7.9611], [3.4632, -0.1167, -7.9224], [1.8093, -0.9720, -5.4874], [2.2827, 0.6879, -5.8546], [4.4728, -0.0827, -5.6330], [7.5070, 5.0438, 1.9949], [7.5402, 6.4733, 2.5048], [8.8367, 7.0610, 2.3751], [8.2351, 4.4317, 2.5271], [6.5198, 4.5987, 2.1274], [7.7549, 5.0057, 0.9312], [7.3065, 6.5043, 3.5675], [6.7993, 7.0790, 1.9767], [9.0644, 7.0619, 1.4414], [-9.9261, -2.4219, 3.0507], [-9.0675, -1.5651, 2.1405], [-9.3861, -0.1749, 2.2363], [-10.9829, -2.2796, 2.8214], [-9.6802, -3.4778, 2.9365], [-9.7697, -2.1496, 4.0971], [-9.2327, -1.8291, 1.0964], [-8.0075, -1.7216, 2.3588], [-9.2283, 0.1022, 3.1431], [9.2259, -3.3067, 2.5227], [8.1998, -4.2559, 1.9315], [7.7991, -3.8751, 0.6193], [8.8299, -2.2917, 2.5479], [9.4942, -3.6029, 3.5375], [10.1370, -3.2967, 1.9192], [7.2882, -4.2531, 2.5265], [8.5924, -5.2787, 1.9211], [8.5761, -3.8814, 0.0535]],
  "charge": -1,
  "gap_ev": 6.35,
  "homo_energy_ev": -4.44
}

# 3
{
  "formula": "C27H45HfNO2P2",
  "method": "the ωB97M-V functional and the def2-TZVPD basis",
  "species": ["Hf", "C", "C", "C", "C", "C", "C", "H", "H", "H", "C", "H", "H", "H", "C", "H", "H", "H", "C", "H", "H", "H", "C", "H", "H", "H", "C", "C", "C", "C", "C", "C", "C", "C", "H", "H", "H", "H", "H", "H", "H", "H", "H", "H", "H", "H", "P", "C", "C", "P", "C", "C", "C", "H", "H", "H", "H", "H", "H", "H", "H", "H", "H", "H", "H", "H", "H", "O", "C", "C", "C", "C", "O", "N", "H", "H", "H", "H"],
  "xyz": [[-0.0494, 0.1326, 2.0006], [-0.8782, -2.0899, 2.6251], [0.4440, -2.3706, 2.1322], [0.6684, -0.9414, 3.9467], [-0.7437, -1.2518, 3.7757], [1.3890, -1.5986, 2.9005], [-2.0931, -2.8886, 2.3145], [-2.0701, -3.3327, 1.3179], [-2.9847, -2.2622, 2.3842], [-2.1793, -3.7002, 3.0491], [-1.7489, -1.0390, 4.8495], [-2.7544, -1.3156, 4.5161], [-1.7534, 0.0183, 5.1417], [-1.4969, -1.6367, 5.7371], [1.2409, -0.3582, 5.1897], [1.2937, -1.1033, 5.9975], [0.6167, 0.4822, 5.5194], [2.2464, 0.0353, 5.0131], [2.8601, -1.8125, 2.9164], [3.1027, -2.5449, 3.6977], [3.3791, -0.8791, 3.1439], [3.2561, -2.1878, 1.9717], [0.8071, -3.5943, 1.3715], [0.9720, -4.4271, 2.0791], [1.7333, -3.4622, 0.7994], [0.0066, -3.9009, 0.6871], [-1.6688, 0.8570, -4.5465], [-1.7168, -0.4834, -4.5810], [-0.9506, -1.3760, -5.5194], [0.4580, -0.9078, -5.9431], [1.3353, -0.4382, -4.8106], [1.3824, 0.8004, -4.3020], [0.6099, 1.9967, -4.7917], [-0.7841, 1.7295, -5.3960], [-1.5297, -1.5600, -6.4428], [0.3912, -0.1687, -6.7528], [-0.8573, -2.3588, -5.0308], [-0.6956, 1.3624, -6.4270], [-2.3643, 1.4178, -3.9046], [-2.4643, -1.0098, -3.9700], [-1.2860, 2.7088, -5.4568], [0.4953, 2.6797, -3.9346], [2.1187, 1.0295, -3.5149], [1.1971, 2.5582, -5.5410], [0.9597, -1.7916, -6.3709], [2.0265, -1.2111, -4.4389], [-1.2182, -0.1998, -0.2276], [-2.6916, 0.7733, -0.5820], [-1.5118, -1.6815, -1.2241], [1.6768, 0.2897, 0.1082], [0.2623, 0.5515, -1.0951], [2.5992, -1.0004, -0.7817], [2.8231, 1.6788, -0.0241], [-2.7581, 1.6552, 0.0684], [-3.5622, 0.1326, -0.3759], [-2.6722, 1.0675, -1.6384], [-1.6002, -1.3605, -2.2744], [-2.4493, -2.1436, -0.8830], [-0.7032, -2.4195, -1.1283], [2.9437, 1.9467, -1.0806], [3.7919, 1.3751, 0.3988], [2.4692, 2.5507, 0.5369], [0.1033, 1.6298, -1.2066], [0.4662, 0.0561, -2.0483], [3.5832, -1.1277, -0.3071], [2.7190, -0.6558, -1.8217], [2.0801, -1.9674, -0.7839], [-0.2514, 3.1172, 0.4917], [-0.4499, 3.2545, 1.6983], [-0.7113, 4.5548, 2.4392], [-1.0182, 4.1466, 3.8503], [-0.7755, 2.6340, 3.8947], [-0.8393, 1.9541, 4.9151], [-0.4880, 2.1902, 2.6059], [0.1921, 5.1668, 2.3698], [-1.5079, 5.0986, 1.9264], [-0.3679, 4.6110, 4.6034], [-2.0549, 4.3164, 4.1735]],
  "charge": 2,
  "gap_ev": 6.29,
  "homo_energy_ev": -13.77
}

# 4
{
  "formula": "C8H17IrO3P2",
  "method": "the ωB97M-V functional and the def2-TZVPD basis",
  "species": ["C", "C", "C", "C", "C", "Ir", "P", "H", "H", "H", "H", "H", "H", "H", "H", "C", "O", "P", "O", "C", "O", "C", "H", "H", "H", "H", "H", "H", "H", "H", "H"],
  "xyz": [[-1.2629, 2.5035, -0.6975], [-1.4743, 2.8692, -2.0055], [-1.2767, 2.0198, -3.1105], [-1.0707, 0.6339, -3.0693], [-1.0460, -0.1417, -1.9184], [-0.8957, 0.6681, -0.1965], [-2.3040, 0.6659, 1.5651], [-1.4038, 3.2528, 0.1070], [-1.8229, 3.8877, -2.2056], [-1.3602, 2.4600, -4.1070], [-1.0156, -1.2432, -2.0157], [-0.9298, 0.0961, -4.0179], [-3.0464, -0.5356, 1.8003], [-3.2963, 1.6942, 1.6312], [-1.5475, 0.8492, 2.7723], [-0.5700, -2.3414, 2.2129], [0.2061, -2.1744, 1.0082], [0.6705, -0.7058, 0.5242], [1.5016, -0.1258, 1.8071], [2.6636, -0.8514, 2.3130], [1.7769, -1.2490, -0.4891], [2.5643, -0.6010, -1.5086], [-1.6381, -2.4433, 1.9557], [-0.4865, -1.4911, 2.9175], [-0.1858, -3.2497, 2.6995], [3.0541, -0.2626, 3.1495], [2.3854, -1.8546, 2.6896], [3.4476, -0.9413, 1.5437], [2.2760, 0.4444, -1.7514], [3.6144, -0.6172, -1.1936], [2.4726, -1.2160, -2.4103]],
  "s_squared": 6.0310,
  "gap_ev": [5.20, 6.34],
  "multiplicity": 5,
  "homo_energy_ev": [-4.59, -7.98],
  "e_above_lowest_kj_mol": 0.00
}